Computed, not measured: 19 unconnected molecules or ions with the total composition C16H73N3O19 at a distorted geometry, with ωB97M-V/def2-TZVPD.

Calculated values
E_LUMO = -0.004 Eh
calculated total energy = -2247.0152 Ha

```
! RIJCOSX wB97M-V def2-TZVPD def2/J DEFGRID3
* xyz 0 1
C -0.3367 3.4367 3.5689
C 0.7139 4.4978 3.4919
O 0.2663 5.5185 2.6236
H 0.0838 2.6315 4.1713
H -0.5453 2.9587 2.6117
H -1.2652 3.7154 4.0672
H 1.6529 4.0783 3.1307
H 0.9290 4.9425 4.4635
H -0.6414 5.7194 2.8630
C -2.2936 -2.4931 5.4588
C -2.7323 -2.9237 6.8337
O -2.3868 -4.3052 7.0260
H -2.6528 -1.4720 5.3308
H -2.6857 -3.1361 4.6708
H -1.2100 -2.4163 5.3696
H -3.7840 -2.7527 7.0631
H -2.1919 -2.4506 7.6536
H -2.7581 -4.5477 7.8775
C -7.5525 5.1469 1.7562
C -6.9597 3.9997 2.6111
C -6.0289 3.1336 1.8018
O -6.6143 2.6876 0.5272
C -7.7485 1.8269 0.6104
N -6.2673 4.6880 3.6909
H -8.2591 5.8040 2.2633
H -8.2411 4.7302 1.0212
H -6.6917 5.6368 1.3010
H -7.6559 3.2663 3.0180
H -5.5664 2.2631 2.2669
H -5.2592 3.8519 1.5194
H -8.3832 2.1304 1.4430
H -7.4252 0.8184 0.8679
H -8.4424 1.8100 -0.2301
H -6.1847 4.0206 4.4444
H -7.0377 5.2533 4.0182
C -0.7981 -2.5646 -0.2467
C -1.2335 -1.1184 -0.3712
C -0.2581 -0.1537 -1.1335
O 0.9155 -0.1116 -0.3024
C 1.9496 0.7142 -0.8460
N -2.5835 -0.9500 -0.9980
H 0.1760 -2.6427 0.2361
H -0.8669 -3.0955 -1.1961
H -1.4704 -3.1283 0.4003
H -1.3988 -0.7970 0.6572
H -0.6611 0.8588 -1.1145
H -0.0890 -0.4214 -2.1765
H 2.1969 0.4871 -1.8830
H 2.8556 0.7769 -0.2434
H 1.5767 1.7193 -1.0431
H -2.9024 -0.0290 -1.2629
H -3.2642 -1.3643 -0.3775
C 6.2135 -2.5423 -3.8919
C 7.5023 -2.5274 -4.6535
C 7.9714 -1.0603 -5.0750
O 7.2010 -0.5805 -6.1552
C 7.2506 0.8178 -6.2716
N 8.5010 -3.1335 -3.8674
H 5.3831 -2.4698 -4.5943
H 6.1182 -1.7278 -3.1739
H 6.1050 -3.4853 -3.3562
H 7.4116 -2.9412 -5.6578
H 9.0441 -1.0470 -5.2683
H 7.8686 -0.4524 -4.1761
H 7.1769 1.1887 -5.2493
H 6.4085 1.2404 -6.8196
H 8.1659 1.2467 -6.6797
H 9.4640 -3.0778 -4.1669
H 8.5394 -2.7720 -2.9251
O 6.6360 -0.1180 2.4328
H 6.9758 0.7291 2.1445
H 7.1888 -0.7617 1.9897
O -6.3193 -4.2352 1.7094
H -7.1173 -4.5334 1.2730
H -5.9717 -5.0186 2.1356
O -2.2179 -8.1337 1.0830
H -2.7826 -7.7858 1.7731
H -1.5404 -8.6220 1.5507
O 0.6841 -0.9208 -6.7622
H 0.4132 -0.0061 -6.8413
H -0.1088 -1.4230 -6.9500
O 6.0548 5.0305 -1.4366
H 6.1040 5.3143 -2.3494
H 5.2265 5.3891 -1.1180
O 2.3906 6.9334 -0.9273
H 2.0184 6.7066 -0.0751
H 2.4304 7.8897 -0.9250
O -3.8557 -7.9756 -2.8550
H -3.4597 -8.1284 -1.9970
H -3.6601 -7.0590 -3.0497
O -0.3747 5.8551 -3.4801
H -1.0820 6.0213 -2.8570
H 0.4209 6.1125 -3.0144
O 2.8401 -1.6555 2.8049
H 2.2915 -1.2055 2.1625
H 3.6870 -1.2128 2.7494
O 1.7845 -4.7355 5.1146
H 2.1643 -4.0434 4.5733
H 1.0193 -4.3292 5.5216
O 8.5525 3.4865 1.2857
H 8.4275 4.2036 1.9074
H 7.9641 3.6931 0.5596
O -3.6849 -3.8185 -4.1344
H -3.7087 -3.2946 -3.3337
H -3.2744 -3.2469 -4.7832
O 0.3473 -8.6251 -1.7679
H 1.2480 -8.5939 -1.4451
H -0.1843 -8.3442 -1.0231
O -5.3736 4.5073 -3.3687
H -4.9707 5.2203 -2.8732
H -5.4968 3.8083 -2.7265
*
```

Mulliken atomic charge list, values in e, 8 entries:
1 C -1.10
2 C -0.21
3 O -0.51
4 H 0.31
5 H 0.31
6 H 0.39
7 H 0.28
8 H 0.24

Computed, not measured: 10 unconnected molecules or ions with the total composition C4H27NO9 at a distorted geometry, with ωB97M-V/def2-TZVPD.

Calculated values
E_LUMO = 0.014 Eh
calculated total energy = -900.4934 Ha
structure (SMILES) = CC(C)=CN.O.O.O.O.O.O.O.O.O
energy above the lowest of the compared OMol25 structures with the same formula, charge and spin = 1.949 eV

```
! RIJCOSX wB97M-V def2-TZVPD def2/J DEFGRID3
* xyz 0 1
C 2.4363 2.3843 1.3517
C 1.0565 2.2719 0.7164
C 0.4464 1.0785 0.7294
N 1.0306 -0.0320 1.3617
C 0.4735 3.4942 0.0394
H 2.2894 2.3530 2.4283
H 3.0909 1.6470 0.8637
H 2.9969 3.2310 0.9449
H -0.4531 0.9416 0.1559
H 0.3444 -0.7170 1.6594
H 1.8052 0.1116 1.9856
H 0.6419 3.4162 -1.0361
H -0.5858 3.4367 0.2650
H 0.8356 4.4289 0.4551
H -2.0767 -1.8669 1.2475
H -2.0383 -2.3128 2.7180
O -1.5045 -1.8766 2.0495
H 2.3606 -0.1357 -0.6410
H 3.2405 -0.0098 -1.9173
O 3.2633 -0.2042 -0.9783
H -0.1134 -0.0102 -1.5409
H 0.1761 0.8414 -2.7360
O 0.5465 0.6126 -1.8750
H 1.8925 -1.8395 0.4798
H 2.8998 -2.9662 0.4169
O 1.9668 -2.7750 0.2779
H -1.3070 2.8762 1.6906
H -2.4797 3.5507 1.0433
O -2.2619 3.0017 1.8074
H -2.3378 -1.7859 -0.9580
H -3.8888 -1.6404 -0.3747
O -2.9831 -1.9059 -0.2348
H 1.2904 -2.3269 -2.6224
H 1.2854 -3.5204 -1.6644
O 0.9140 -3.2085 -2.5039
H -0.5625 -2.4493 -2.4261
H -2.1027 -2.1825 -2.7693
O -1.3030 -1.7940 -2.4043
H -2.5197 0.2516 1.2242
H -2.9218 1.5973 0.7941
O -3.0614 0.6669 0.5386
*
```

Mulliken atomic charge list, values in e, 8 entries:
1 C -1.73
2 C 0.79
3 C -0.43
4 N -0.23
5 C -1.17
6 H 0.35
7 H 0.34
8 H 0.44